No. 1
Here is the molecule C20H31N3O5 from OMol25. Energies are from ωB97M-V/def2-TZVPD.

The geometry in ORCA input format:
```
! wB97M-V def2-TZVPD RIJCOSX def2/J DEFGRID3
* xyz 0 1
C -2.17 0.49 1.18
C -1.91 1.18 -0.16
N -2.40 0.50 -1.34
C -3.84 0.35 -1.45
C -4.00 -0.74 -2.50
C -2.87 -1.70 -2.13
C -1.75 -0.76 -1.69
C -0.75 -0.48 -2.84
N 0.21 -1.55 -2.98
C 1.53 -1.36 -2.86
O 2.05 -0.26 -2.76
C 2.36 -2.64 -2.83
C 2.27 -3.24 -1.41
N 2.37 -2.20 -0.41
C 1.29 -1.83 0.32
O 0.28 -2.50 0.39
C 1.44 -0.53 1.03
C 1.97 0.57 0.37
C 2.00 1.80 1.01
O 2.45 2.95 0.44
C 2.96 2.89 -0.88
C 1.51 1.94 2.33
O 1.63 3.20 2.83
C 0.77 3.63 3.87
C 1.00 0.81 2.99
O 0.57 0.97 4.28
C -0.06 -0.12 4.91
C 0.95 -0.40 2.32
H -3.24 0.41 1.39
H -1.71 1.07 1.98
H -1.74 -0.51 1.19
H -2.36 2.17 -0.15
H -0.83 1.30 -0.29
H -4.28 1.30 -1.76
H -4.31 0.04 -0.51
H -4.99 -1.21 -2.47
H -3.84 -0.33 -3.50
H -2.58 -2.35 -2.96
H -3.18 -2.33 -1.29
H -1.18 -1.18 -0.85
H -0.19 0.43 -2.62
H -1.29 -0.33 -3.78
H -0.16 -2.49 -2.97
H 2.00 -3.36 -3.56
H 3.39 -2.38 -3.05
H 3.07 -3.98 -1.26
H 1.31 -3.73 -1.25
H 3.14 -1.56 -0.49
H 2.30 0.48 -0.65
H 3.84 2.25 -0.94
H 3.23 3.91 -1.13
H 2.21 2.52 -1.58
H 0.90 4.71 3.91
H -0.27 3.40 3.65
H 1.05 3.20 4.83
H -0.36 0.25 5.89
H -0.94 -0.46 4.36
H 0.64 -0.96 5.05
H 0.53 -1.28 2.79
*
```

strongest force on any atom: 0.014 Eh/bohr
SMILES string: CCN1CCC[C@H]1CNC(=O)CCNC(=O)c1cc(OC)c(OC)c(OC)c1
Kohn-Sham gap: 0.321 Ha

Atom-resolved charges from natural (NBO), all expressed in e: C -0.6419; C -0.2035; N -0.4563; C -0.2107; C -0.4076; C -0.4124; C -0.0638; C -0.2310; N -0.6097; C 0.6912; O -0.6607; C -0.5047; C -0.2200; N -0.6123; C 0.6758; O -0.6454; C -0.1467; C -0.2884; C 0.2619; O -0.4811; C -0.2533; C 0.2784; O -0.4977; C -0.2388; C 0.2336; O -0.5100; C -0.2501; C -0.2747; H 0.1976; H 0.2104; H 0.2177; H 0.1914; H 0.2000; H 0.1961; H 0.1610; H 0.2131; H 0.2006; H 0.1985; H 0.2117; H 0.2233; H 0.2364; H 0.1885; H 0.3929; H 0.2213; H 0.2271; H 0.2025; H 0.2317; H 0.4044; H 0.2486; H 0.1759; H 0.1986; H 0.1882; H 0.1880; H 0.1738; H 0.1866; H 0.1992; H 0.1815; H 0.1782; H 0.2351

***

No. 2
Here is the ion C5H15NP with charge +1 from OMol25. Energies are from ωB97M-V/def2-TZVPD.

The geometry in ORCA input format:
```
! wB97M-V def2-TZVPD RIJCOSX def2/J DEFGRID3
* xyz 1 1
C 0.60 -3.44 -1.34
P 0.17 -1.92 -1.95
C -0.70 -0.10 -1.11
N 0.05 0.54 0.00
C 1.33 1.13 -0.54
C -0.77 1.60 0.59
C 0.32 -0.54 0.96
H 1.24 -3.48 -0.48
H -0.21 -4.12 -1.49
H -0.34 -2.13 -3.27
H 1.45 -1.04 -1.95
H -0.62 0.54 -1.89
H -1.79 -0.22 -0.96
H 1.09 1.99 -1.18
H 2.04 1.29 0.31
H 1.81 0.32 -1.09
H 0.06 2.12 1.20
H -1.11 2.41 -0.06
H -1.73 1.29 1.01
H 0.52 -1.44 0.58
H 1.25 -0.20 1.41
H -0.47 -0.54 1.76
*
```

strongest force on any atom: 0.109 Eh/bohr
SMILES string: C=[PH2]C[N+](C)(C)C
Kohn-Sham gap: 0.325 Ha

Atom-resolved charges from natural (NBO), all expressed in e: C -0.9778; P 0.8390; C -0.4940; N -0.2295; C -0.4110; C -0.4351; C -0.3980; H 0.2353; H 0.2421; H 0.0781; H -0.0414; H 0.1991; H 0.2397; H 0.2483; H 0.2428; H 0.2304; H 0.2333; H 0.2497; H 0.2559; H 0.2283; H 0.2160; H 0.2487

***

No. 3
Here is the molecule C4H2N2OS from OMol25. Energies are from ωB97M-V/def2-TZVPD.

The geometry in ORCA input format:
```
! wB97M-V def2-TZVPD RIJCOSX def2/J DEFGRID3
* xyz 0 1
N 3.20 -1.51 0.84
C 2.72 -0.61 0.29
S 1.80 0.99 -0.58
C 0.21 0.52 -0.33
C -0.68 -0.31 -0.95
N -1.90 -0.40 -0.32
C -1.74 0.43 0.67
O -0.57 0.98 0.79
H -0.60 -0.71 -1.91
H -2.43 0.62 1.49
*
```

strongest force on any atom: 0.072 Eh/bohr
SMILES string: N#CSc1cnco1
Kohn-Sham gap: 0.341 Ha

Atom-resolved charges from natural (NBO), all expressed in e: N -0.3618; C 0.1205; S 0.3889; C -0.1020; C 0.0097; N -0.4609; C 0.3823; O -0.3976; H 0.2194; H 0.2016

***

No. 4
Here is a cluster of 2 separate species, C4H8O2 in total from OMol25. Energies are from ωB97M-V/def2-TZVPD.

The geometry in ORCA input format:
```
! wB97M-V def2-TZVPD RIJCOSX def2/J DEFGRID3
* xyz 0 1
C 0.97 1.52 -0.28
C 0.18 0.44 -0.14
C -0.71 0.14 1.05
O -0.53 0.16 2.24
O -0.20 -0.17 -1.29
C -0.90 -1.40 -1.24
H 1.59 1.96 0.49
H 1.03 1.96 -1.27
H -1.74 -0.02 0.66
H -0.59 -1.96 -2.12
H -0.66 -1.99 -0.35
H -1.98 -1.23 -1.28
H 1.82 -0.02 1.58
H 1.71 0.60 1.96
*
```

strongest force on any atom: 0.014 Eh/bohr
SMILES string: C=C(C=O)OC.[H][H]
Kohn-Sham gap: 0.345 Ha

Atom-resolved charges from natural (NBO), all expressed in e: C -0.4045; C 0.1877; C 0.3669; O -0.4985; O -0.5123; C -0.2602; H 0.2220; H 0.2135; H 0.1230; H 0.2037; H 0.1821; H 0.1789; H -0.0077; H 0.0056

***

No. 5
Here is a structure of composition C3H5NO2 from OMol25. Energies are from ωB97M-V/def2-TZVPD.

The geometry in ORCA input format:
```
! wB97M-V def2-TZVPD RIJCOSX def2/J DEFGRID3
* xyz 0 1
C -1.08 -0.23 0.56
N -0.43 -0.01 -0.58
C 0.87 0.51 -0.61
C 1.88 0.02 0.11
O -1.54 0.88 -0.91
O -2.11 -1.04 0.66
H -2.49 -1.16 -0.22
H -0.69 0.09 1.52
H 0.97 1.35 -1.29
H 2.87 0.45 0.02
H 1.77 -0.85 0.75
*
```

strongest force on any atom: 0.027 Eh/bohr
Kohn-Sham gap: 0.320 Ha

Atom-resolved charges from natural (NBO), all expressed in e: C 0.5916; N -0.2587; C -0.0078; C -0.4866; O -0.5611; O -0.6158; H 0.5183; H 0.1834; H 0.2225; H 0.2176; H 0.1965

***

No. 6
Here is the ion C4H8NO3 with charge -1 from OMol25. Energies are from ωB97M-V/def2-TZVPD.

The geometry in ORCA input format:
```
! wB97M-V def2-TZVPD RIJCOSX def2/J DEFGRID3
* xyz -1 1
C -0.24 1.41 1.23
C -0.66 0.97 -0.17
O -0.59 2.08 -1.05
C 0.28 -0.17 -0.68
N 1.68 0.20 -0.54
C -0.11 -1.49 0.14
O 0.58 -1.65 1.18
O -1.09 -2.14 -0.26
H 0.07 0.64 1.95
H -0.96 1.97 1.84
H 0.71 1.96 1.14
H -1.66 0.54 -0.25
H 0.20 2.54 -0.82
H 0.03 -0.21 -1.75
H 1.89 0.19 0.45
H 2.29 -0.46 -0.98
*
```

strongest force on any atom: 0.030 Eh/bohr
SMILES string: C[C@@H](O)[C@@H](N)C(=O)[O-]
Kohn-Sham gap: 0.284 Ha

Atom-resolved charges from natural (NBO), all expressed in e: C -0.6702; C 0.0878; O -0.7303; C -0.1820; N -0.8723; C 0.7437; O -0.8021; O -0.7764; H 0.2519; H 0.1991; H 0.1880; H 0.1948; H 0.4588; H 0.1892; H 0.3673; H 0.3528

***

No. 7
Here is a cluster of 9 separate species, C9H27N9O18 in total from OMol25. Energies are from ωB97M-V/def2-TZVPD.

The geometry in ORCA input format:
```
! wB97M-V def2-TZVPD RIJCOSX def2/J DEFGRID3
* xyz 0 1
C 6.63 5.34 1.20
N 6.42 5.10 -0.31
O 7.36 4.56 -0.92
O 5.38 5.57 -0.76
H 6.88 4.35 1.58
H 5.84 5.98 1.61
H 7.59 5.85 1.16
C -1.03 7.85 0.54
N -1.19 6.78 -0.47
O -1.38 7.18 -1.63
O -0.99 5.66 -0.16
H -1.90 8.50 0.50
H -0.12 8.25 0.10
H -0.91 7.44 1.54
C -3.03 -4.90 -3.32
N -3.00 -4.30 -1.94
O -3.10 -3.06 -1.86
O -3.01 -5.10 -0.98
H -3.87 -5.60 -3.33
H -2.18 -5.58 -3.40
H -3.16 -4.15 -4.10
C 0.56 0.60 -5.29
N 1.12 -0.38 -6.31
O 0.54 -1.49 -6.43
O 2.16 0.02 -6.83
H 0.58 1.64 -5.63
H 1.10 0.63 -4.34
H -0.44 0.31 -4.98
C 6.92 -1.62 -3.96
N 7.91 -2.05 -4.92
O 8.32 -1.25 -5.73
O 8.10 -3.26 -5.01
H 6.02 -2.09 -4.36
H 6.73 -0.55 -3.87
H 7.20 -2.07 -3.01
C 0.12 0.04 2.17
N 1.51 0.47 1.89
O 2.11 -0.07 0.94
O 2.10 1.27 2.62
H -0.19 0.47 3.13
H 0.06 -1.05 2.21
H -0.46 0.47 1.36
C 2.02 -8.85 1.96
N 2.12 -7.94 0.79
O 2.35 -6.77 1.11
O 2.07 -8.43 -0.32
H 2.15 -8.28 2.88
H 2.75 -9.66 1.95
H 1.02 -9.26 1.81
C -5.20 3.82 6.01
N -5.57 2.63 6.74
O -4.69 1.89 7.19
O -6.73 2.36 6.65
H -6.02 4.51 5.81
H -4.82 3.39 5.09
H -4.36 4.35 6.46
C -8.13 -1.92 2.73
N -8.04 -0.59 2.19
O -6.93 -0.06 2.09
O -9.07 -0.13 1.66
H -7.53 -2.44 1.99
H -9.15 -2.28 2.84
H -7.55 -2.08 3.64
*
```

strongest force on any atom: 0.065 Eh/bohr
SMILES string: C[N+](=O)[O-].C[N+](=O)[O-].C[N+](=O)[O-].C[N+](=O)[O-].C[N+](=O)[O-].C[N+](=O)[O-].C[N+](=O)[O-].C[N+](=O)[O-].C[N+](=O)[O-]
Kohn-Sham gap: 0.390 Ha

Atom-resolved charges from natural (NBO), all expressed in e: C -0.4871; N 0.5273; O -0.3814; O -0.3672; H 0.2403; H 0.2385; H 0.2295; C -0.4853; N 0.5344; O -0.4073; O -0.3487; H 0.2364; H 0.2438; H 0.2267; C -0.4881; N 0.5161; O -0.3644; O -0.3819; H 0.2364; H 0.2425; H 0.2394; C -0.5013; N 0.5254; O -0.3781; O -0.3504; H 0.2365; H 0.2402; H 0.2277; C -0.4866; N 0.5203; O -0.3619; O -0.3880; H 0.2431; H 0.2379; H 0.2352; C -0.4800; N 0.5118; O -0.3844; O -0.3675; H 0.2323; H 0.2462; H 0.2417; C -0.4893; N 0.5305; O -0.3784; O -0.3632; H 0.2343; H 0.2348; H 0.2312; C -0.4888; N 0.5274; O -0.3905; O -0.3574; H 0.2383; H 0.2411; H 0.2298; C -0.4898; N 0.5166; O -0.3785; O -0.3732; H 0.2447; H 0.2398; H 0.2404

***

No. 8
Here is a cluster of 2 separate species, CH2F2O3S in total from OMol25. Energies are from ωB97M-V/def2-TZVPD.

The geometry in ORCA input format:
```
! wB97M-V def2-TZVPD RIJCOSX def2/J DEFGRID3
* xyz 0 1
C -0.32 0.58 -1.14
O 3.05 -1.02 -1.06
O 3.10 1.04 0.20
O 0.44 1.28 -0.51
F 3.36 -1.10 1.31
F 3.64 1.84 1.20
S 3.92 -0.38 -0.06
H -0.18 -0.52 -1.34
H -1.20 1.19 -1.45
*
```

strongest force on any atom: 0.063 Eh/bohr
Kohn-Sham gap: 0.366 Ha

Atom-resolved charges from natural (NBO), all expressed in e: C 0.2516; O -0.8441; O -0.3023; O -0.5022; F -0.5039; F -0.1019; S 1.7522; H 0.1324; H 0.1181

***

No. 9
Here is a structure of composition C26H28BrIrN3O3 from OMol25. Energies are from ωB97M-V/def2-TZVPD.

The geometry in ORCA input format:
```
! wB97M-V def2-TZVPD RIJCOSX def2/J DEFGRID3
* xyz 2 2
Ir -0.71 -1.75 -0.16
C -0.04 0.79 4.89
C -0.40 -0.45 4.14
C -0.79 -1.62 4.79
C -1.07 -2.77 4.06
C -0.97 -2.69 2.69
Br -1.27 -4.17 1.54
N -0.63 -1.58 2.05
C -0.32 -0.49 2.76
H -0.32 0.71 5.94
H -0.52 1.67 4.46
H 1.04 0.96 4.85
H -0.87 -1.65 5.87
H -1.35 -3.70 4.53
H 0.01 0.37 2.18
C 2.46 -4.36 -1.87
O 1.23 -3.58 -1.86
C 0.99 -2.85 -0.84
O 1.64 -2.66 0.16
H 2.47 -4.86 -2.83
H 2.44 -5.08 -1.06
H 3.31 -3.70 -1.76
C 2.48 2.83 -3.91
N 1.43 1.99 -3.36
N 1.35 1.64 -2.04
C 0.35 0.70 -1.90
O 0.05 0.23 -0.75
C -0.19 0.50 -3.19
C 0.51 1.32 -4.06
C 0.34 1.53 -5.52
C 2.04 2.29 -0.99
C 2.64 1.53 0.01
C 3.32 2.17 1.03
C 3.39 3.55 1.07
C 2.77 4.31 0.09
C 2.10 3.69 -0.95
H 3.27 2.96 -3.18
H 2.09 3.81 -4.20
H 2.89 2.35 -4.80
H -0.98 -0.17 -3.44
H -0.50 0.96 -5.89
H 1.23 1.21 -6.06
H 0.18 2.58 -5.73
H 2.59 0.45 -0.04
H 3.81 1.58 1.79
H 3.92 4.04 1.88
H 2.80 5.39 0.13
H 1.58 4.27 -1.70
C -2.75 -1.83 -1.18
C -3.24 -1.36 0.07
C -3.15 0.02 0.43
C -3.72 0.50 1.58
C -4.42 -0.36 2.43
C -4.55 -1.71 2.09
C -3.97 -2.21 0.95
H -2.61 -1.11 -1.97
H -3.02 -2.83 -1.49
H -2.63 0.69 -0.25
H -3.64 1.55 1.83
H -4.88 0.02 3.33
H -5.15 -2.37 2.72
H -4.10 -3.25 0.68
*
```

strongest force on any atom: 0.050 Eh/bohr
Kohn-Sham gap (alpha / beta): 0.224 / 0.252 Ha

Atom-resolved charges from natural (NBO), all expressed in e: Ir 1.0914; C -0.6426; C -0.0118; C -0.1027; C -0.2514; C 0.1488; Br 0.2207; N -0.5392; C 0.0695; H 0.2420; H 0.2384; H 0.2465; H 0.2489; H 0.2631; H 0.2325; C -0.2636; O -0.4698; C 0.6905; O -0.5777; H 0.2276; H 0.2124; H 0.2116; C -0.4310; N -0.1409; N -0.1986; C 0.5638; O -0.7099; C -0.4089; C 0.2858; C -0.6669; C 0.1631; C -0.2347; C -0.1870; C -0.1859; C -0.1865; C -0.2425; H 0.2507; H 0.2291; H 0.2366; H 0.2399; H 0.2546; H 0.2494; H 0.2512; H 0.2308; H 0.2293; H 0.2369; H 0.2389; H 0.2277; C -0.3907; C -0.2051; C -0.1537; C -0.2222; C -0.1409; C -0.1600; C -0.1650; H 0.2302; H 0.2428; H 0.2356; H 0.2412; H 0.2410; H 0.2356; H 0.2313

***

No. 10
Here is the molecule C3H4N2O from OMol25. Energies are from ωB97M-V/def2-TZVPD.

The geometry in ORCA input format:
```
! wB97M-V def2-TZVPD RIJCOSX def2/J DEFGRID3
* xyz 0 1
O -1.32 0.41 -0.82
C -0.04 -0.64 -1.13
C -0.67 -0.69 0.20
N 0.18 -0.18 1.15
N 1.29 0.40 0.55
C 1.16 0.17 -0.72
H -1.02 1.27 -0.48
H -1.50 -1.30 0.53
H -0.01 0.08 2.10
H 1.95 0.48 -1.39
*
```

strongest force on any atom: 0.010 Eh/bohr
Kohn-Sham gap: 0.316 Ha

Atom-resolved charges from natural (NBO), all expressed in e: O -0.5963; C -0.1226; C 0.1465; N -0.4627; N -0.2145; C -0.0612; H 0.4823; H 0.2175; H 0.4046; H 0.2065

***

No. 11
Here is the ion C6H7N2O3P with charge -2 from OMol25. Energies are from ωB97M-V/def2-TZVPD.

The geometry in ORCA input format:
```
! wB97M-V def2-TZVPD RIJCOSX def2/J DEFGRID3
* xyz -2 1
C -0.04 1.30 1.22
C 0.70 0.19 1.70
C -0.96 -0.14 -0.51
C 2.32 -1.24 0.37
C -0.83 1.18 0.06
C 0.73 -1.06 0.94
N -0.37 -1.24 0.00
N 2.83 -2.28 0.88
O 3.51 1.27 0.61
O 4.68 -0.39 -0.92
O 2.22 0.67 -1.39
P 3.36 0.09 -0.29
H -0.05 2.17 1.76
H 1.28 0.21 2.62
H -1.73 -0.22 -1.29
H -1.41 2.07 -0.26
H 1.56 0.70 -0.57
H 0.60 -1.95 1.49
H 3.85 -2.43 0.82
*
```

strongest force on any atom: 0.084 Eh/bohr
Kohn-Sham gap: 0.208 Ha

Atom-resolved charges from natural (NBO), all expressed in e: C -0.1991; C -0.3562; C 0.0568; C -0.0941; C -0.5339; C -0.1287; N -0.5875; N -0.7007; O -1.1818; O -1.1845; O -1.0262; P 2.2438; H 0.1744; H 0.1892; H 0.1389; H 0.1713; H 0.5051; H 0.1845; H 0.3287

***

No. 12
Here is a cluster of 3 separate species, C6H14N2O2 in total from OMol25. Energies are from ωB97M-V/def2-TZVPD.

The geometry in ORCA input format:
```
! wB97M-V def2-TZVPD RIJCOSX def2/J DEFGRID3
* xyz 0 1
C 2.89 -1.65 -0.82
C 3.40 -0.24 -0.33
C 2.81 1.89 0.56
C -1.80 -1.31 1.17
C -2.32 -0.54 -0.02
C -4.24 1.03 -0.78
H 3.55 -1.91 -1.78
H 1.79 -1.82 -1.12
H 3.24 -2.52 -0.16
H 1.65 0.74 -0.64
H 3.89 1.75 0.96
H 3.05 2.89 -0.06
H 2.21 2.03 1.49
H -2.45 -1.80 2.01
H -1.06 -0.60 1.49
H -1.30 -2.14 0.85
H -4.22 0.09 1.43
H -3.28 1.45 -1.36
H -4.92 0.73 -1.68
H -4.70 1.77 -0.07
N 2.55 0.72 -0.23
N -3.72 -0.29 -0.01
O 4.56 -0.25 -0.03
O -1.57 -0.01 -0.86
*
```

strongest force on any atom: 0.105 Eh/bohr
Kohn-Sham gap: 0.324 Ha

Atom-resolved charges from natural (NBO), all expressed in e: C -0.7353; C 0.6801; C -0.4593; C -0.7174; C 0.6643; C -0.4545; H 0.2322; H 0.2135; H 0.2441; H 0.4099; H 0.2440; H 0.2031; H 0.2092; H 0.2341; H 0.2438; H 0.2351; H 0.3408; H 0.2346; H 0.2149; H 0.2095; N -0.6165; N -0.5958; O -0.6255; O -0.6089

***

Copy entry 2 word for word.
Here is the ion C5H15NP with charge +1 from OMol25. Energies are from ωB97M-V/def2-TZVPD.

The geometry in ORCA input format:
```
! wB97M-V def2-TZVPD RIJCOSX def2/J DEFGRID3
* xyz 1 1
C 0.60 -3.44 -1.34
P 0.17 -1.92 -1.95
C -0.70 -0.10 -1.11
N 0.05 0.54 0.00
C 1.33 1.13 -0.54
C -0.77 1.60 0.59
C 0.32 -0.54 0.96
H 1.24 -3.48 -0.48
H -0.21 -4.12 -1.49
H -0.34 -2.13 -3.27
H 1.45 -1.04 -1.95
H -0.62 0.54 -1.89
H -1.79 -0.22 -0.96
H 1.09 1.99 -1.18
H 2.04 1.29 0.31
H 1.81 0.32 -1.09
H 0.06 2.12 1.20
H -1.11 2.41 -0.06
H -1.73 1.29 1.01
H 0.52 -1.44 0.58
H 1.25 -0.20 1.41
H -0.47 -0.54 1.76
*
```

strongest force on any atom: 0.109 Eh/bohr
SMILES string: C=[PH2]C[N+](C)(C)C
Kohn-Sham gap: 0.325 Ha

Atom-resolved charges from natural (NBO), all expressed in e: C -0.9778; P 0.8390; C -0.4940; N -0.2295; C -0.4110; C -0.4351; C -0.3980; H 0.2353; H 0.2421; H 0.0781; H -0.0414; H 0.1991; H 0.2397; H 0.2483; H 0.2428; H 0.2304; H 0.2333; H 0.2497; H 0.2559; H 0.2283; H 0.2160; H 0.2487

***

Repeat the fifth record exactly.
Here is a structure of composition C3H5NO2 from OMol25. Energies are from ωB97M-V/def2-TZVPD.

The geometry in ORCA input format:
```
! wB97M-V def2-TZVPD RIJCOSX def2/J DEFGRID3
* xyz 0 1
C -1.08 -0.23 0.56
N -0.43 -0.01 -0.58
C 0.87 0.51 -0.61
C 1.88 0.02 0.11
O -1.54 0.88 -0.91
O -2.11 -1.04 0.66
H -2.49 -1.16 -0.22
H -0.69 0.09 1.52
H 0.97 1.35 -1.29
H 2.87 0.45 0.02
H 1.77 -0.85 0.75
*
```

strongest force on any atom: 0.027 Eh/bohr
Kohn-Sham gap: 0.320 Ha

Atom-resolved charges from natural (NBO), all expressed in e: C 0.5916; N -0.2587; C -0.0078; C -0.4866; O -0.5611; O -0.6158; H 0.5183; H 0.1834; H 0.2225; H 0.2176; H 0.1965

***

> Which formula does entry 9 have?

C26H28BrIrN3O3